Record 1
This record from OMol25 describes 2 unconnected molecules or ions with the total composition C10H25BF4O5Si2. The level of theory is ωB97M-V with the def2-TZVPD basis set.

```
47
Properties=species:S:1:pos:R:3:forces:R:3
C -1.056329 0.528674 0.165520 -0.1 0.0 0.0
C -0.582564 0.390233 1.602275 -0.1 0.0 0.1
O 0.007811 1.605358 2.061569 -0.1 0.0 0.0
Si 1.595443 1.772255 2.380690 0.0 0.0 -0.1
O 2.012899 3.300571 1.916056 0.2 -0.2 0.2
Si 3.398292 4.135976 1.991373 -0.1 0.1 0.0
O 4.456684 3.526553 0.902478 0.0 0.2 -0.1
B 5.334119 4.184524 0.084295 0.2 0.1 0.0
O 5.830733 5.405805 0.502139 -0.4 0.0 0.1
O 5.693475 3.600538 -1.105373 -0.1 -0.4 0.2
C 4.152412 4.045142 3.772436 0.1 0.1 0.0
F 5.000829 5.137568 3.861816 -0.1 -0.2 0.1
F 3.158797 4.247740 4.691229 0.1 0.0 -0.1
C 4.987927 2.812436 4.198902 -0.1 0.0 -0.1
F 4.986505 1.907487 3.176426 0.0 0.0 0.0
F 4.446154 2.202311 5.270965 0.0 0.0 0.0
H -2.045024 0.986717 0.116547 0.1 0.1 0.0
H -1.115105 -0.448072 -0.319692 0.0 0.0 0.0
H -0.364263 1.152900 -0.401418 0.0 -0.1 0.0
H 0.123355 -0.443114 1.693461 0.0 0.1 0.0
H -1.419568 0.180725 2.270588 0.0 -0.1 0.0
H 1.883482 1.647576 3.821513 0.0 0.0 0.0
H 2.367395 0.783112 1.599625 0.0 0.0 0.0
H 3.138763 5.557763 1.751534 0.0 0.0 0.0
H 5.855003 6.080590 -0.180648 0.4 -0.1 -0.1
H 6.635942 3.602131 -1.283687 0.0 0.3 -0.2
H 6.017658 3.092283 4.426893 0.0 0.0 -0.1
C -5.820315 -4.776987 -2.409374 0.0 0.0 0.0
C -4.430840 -4.845175 -3.033185 0.0 0.0 0.0
C -3.300821 -4.580372 -2.039204 0.0 0.0 0.0
C -3.331409 -3.195821 -1.388125 0.0 0.0 0.0
C -3.301732 -2.024679 -2.369038 0.0 0.0 0.0
C -2.042488 -1.980898 -3.227804 0.0 0.0 0.0
H -6.033362 -3.786033 -2.005139 0.0 0.0 0.0
H -6.594508 -5.002869 -3.143612 0.0 0.0 0.0
H -5.915530 -5.496301 -1.592687 0.0 0.0 0.0
H -4.368828 -4.137037 -3.864464 0.0 0.0 0.0
H -4.281561 -5.835563 -3.470990 0.0 0.0 0.0
H -2.342245 -4.726205 -2.544297 0.0 0.0 0.0
H -3.340662 -5.336145 -1.248210 0.0 0.0 0.0
H -2.473825 -3.112522 -0.711788 0.0 0.0 0.0
H -4.219451 -3.107745 -0.756521 0.0 0.0 0.0
H -3.378139 -1.094511 -1.799074 0.0 0.0 0.0
H -4.183144 -2.053714 -3.015666 0.0 0.0 0.0
H -1.146951 -1.919192 -2.604456 0.0 0.0 0.0
H -2.045803 -1.114276 -3.890061 0.0 0.0 0.0
H -1.949210 -2.869736 -3.853817 0.0 0.0 0.0
```
Forces are in eV/Å.

As for the SMILES: CCO[SiH2]O[Si@H](OB(O)O)C(F)(F)C(F)F.CCCCCC. The spin multiplicity is 1. The calculation puts the orbital gap at 10.7 eV. Its maximum force is 0.45 eV/A. As for the HOMO energy: -10.5 eV.

Record 2
This record from OMol25 describes 2 unconnected molecules or ions with the total composition C10H25BNO2. The level of theory is ωB97M-V with the def2-TZVPD basis set.

```
39
Properties=species:S:1:pos:R:3:forces:R:3
N 3.389365 -3.029230 2.085292 0.1 0.0 0.1
C 3.199879 -2.097663 0.967726 -0.1 0.1 -0.2
C 1.781419 -1.519231 0.729481 0.2 0.0 -0.1
B 0.489077 -2.228175 1.398044 -0.3 0.0 0.1
O -0.325258 -3.017833 0.409720 0.2 -0.1 0.1
C -1.542437 -3.193392 1.068729 -0.1 0.1 -0.1
C -1.683002 -1.964555 2.022219 -0.2 0.0 0.0
O -0.528825 -1.205032 1.842212 0.2 -0.1 0.0
H 2.773651 -3.820244 1.930461 -0.1 0.0 0.0
H 3.001035 -2.596609 2.917245 0.0 0.0 0.0
H 3.914682 -1.280356 1.115890 0.0 0.0 0.0
H 3.536701 -2.619899 0.066640 0.0 0.0 0.0
H 1.769683 -0.466725 1.041977 0.0 0.0 0.1
H 1.612826 -1.502568 -0.355011 0.0 0.1 0.0
H 0.711585 -2.970723 2.387016 0.1 0.0 0.0
H -1.552093 -4.122343 1.661677 0.0 0.0 0.0
H -2.356934 -3.248170 0.333965 0.0 0.0 0.0
H -1.772006 -2.321956 3.063321 0.0 0.0 0.0
H -2.575788 -1.364142 1.798570 0.0 0.0 0.0
C 0.082735 4.316651 -0.425910 0.0 0.0 0.0
C 0.469576 3.277617 -1.472417 0.0 0.0 0.0
C -0.695173 2.845143 -2.361928 0.0 0.0 0.0
C -1.862792 2.198565 -1.612755 0.0 0.0 0.0
C -1.476707 0.992096 -0.757259 0.0 0.0 0.0
C -0.859530 -0.159159 -1.539952 -0.1 0.0 0.1
H -0.666243 3.926046 0.264205 0.0 0.0 0.0
H 0.946867 4.619875 0.167518 0.0 0.0 0.0
H -0.332244 5.211632 -0.898240 0.0 0.0 0.0
H 0.895097 2.402791 -0.974718 0.0 0.0 0.0
H 1.263884 3.682662 -2.106840 0.0 0.0 0.0
H -0.319180 2.147125 -3.114624 0.0 0.0 0.0
H -1.066360 3.717864 -2.912734 0.0 0.0 0.0
H -2.614322 1.891362 -2.349123 0.0 0.0 0.0
H -2.350275 2.948524 -0.980951 0.0 0.0 0.0
H -2.366009 0.630090 -0.234718 0.0 0.0 0.0
H -0.784716 1.291843 0.033886 0.0 0.0 0.0
H -1.547007 -0.525309 -2.309787 0.0 0.0 0.0
H -0.630855 -0.984057 -0.865630 0.0 -0.1 0.0
H 0.069693 0.137485 -2.033195 0.0 0.0 0.0
```
Forces are in eV/Å.

The spin multiplicity is 1. The calculation puts the orbital gap at 7.6 eV. The total charge is -1. Its maximum force is 0.31 eV/A. As for the HOMO energy: -4.3 eV.

Record 3
This record from OMol25 describes a molecular structure, C10H25Cl2IrN3O3PTe. The level of theory is ωB97M-V with the def2-TZVPD basis set.

```
46
Properties=species:S:1:pos:R:3:forces:R:3
Ir 1.552455 -1.111837 -1.062005 0.6 0.2 0.2
Cl 0.881803 -2.159490 -3.098977 -0.1 -0.1 0.2
C 2.494744 -1.435220 -2.839061 -0.1 0.1 -0.1
Cl 3.315616 0.275499 -0.141956 -0.2 -0.1 0.1
H 2.692081 -0.633168 -3.541872 -0.1 0.0 0.0
H 3.242116 -2.224937 -2.845337 0.0 0.1 -0.1
C -2.748625 3.450461 -0.233538 0.0 0.0 0.0
C -2.245613 2.084624 -0.601442 0.1 0.0 0.0
O -0.840601 1.933158 -0.102551 -0.1 0.0 -0.1
P 0.395026 1.863944 -1.020942 0.0 -0.1 0.2
O 0.660481 0.524686 -1.704081 0.1 0.1 -0.3
Te 2.241557 2.313167 0.535057 0.0 0.0 0.0
O 0.205740 2.954004 -2.091886 0.0 0.2 0.0
C 1.198852 3.379985 -3.110114 -0.1 -0.1 0.0
C 1.665662 4.772924 -2.795245 0.0 0.0 0.0
H -3.804569 3.517008 -0.498006 0.0 0.0 0.0
H -2.214294 4.229974 -0.774543 0.0 0.0 0.0
H -2.658282 3.622472 0.837846 0.0 0.0 0.0
H -2.241507 1.911429 -1.676431 0.0 0.0 0.0
H -2.783413 1.282700 -0.104278 0.0 0.0 0.0
H 0.652934 3.325498 -4.047438 0.0 0.0 0.0
H 2.003022 2.643591 -3.124500 0.0 0.0 0.0
H 0.821771 5.457492 -2.730333 0.0 0.0 0.0
H 2.312701 5.113004 -3.604652 0.0 0.0 0.0
H 2.240365 4.813529 -1.870210 0.0 0.0 0.0
C -1.579208 -2.397700 -0.284890 -0.1 0.0 0.0
N -0.965058 -2.783073 0.974171 0.0 -0.1 0.0
C -1.238265 -4.154226 1.409460 0.0 0.0 0.0
C -0.041517 -2.008101 1.569230 -0.1 0.1 0.0
N 0.656973 -1.105265 0.872735 -0.2 0.0 0.0
N 0.171143 -2.151153 2.894114 0.0 0.0 0.0
C 1.395828 -1.656025 3.507279 0.0 0.0 0.0
C -0.903211 -2.489397 3.830148 0.0 0.0 0.0
H -2.574079 -2.838431 -0.325787 0.0 0.0 0.0
H -1.016757 -2.765533 -1.146001 0.0 0.0 0.0
H -1.676119 -1.315740 -0.344567 0.1 0.0 0.0
H -1.177639 -4.810469 0.540914 0.0 0.0 0.0
H -2.232038 -4.247266 1.846796 0.0 0.0 0.0
H -0.493208 -4.475969 2.130464 0.0 0.0 0.0
H 1.024796 -0.402273 1.502067 0.1 -0.1 0.0
H 2.251939 -1.852906 2.864101 0.0 0.0 0.0
H 1.549061 -2.187470 4.443889 0.0 0.0 0.0
H 1.342094 -0.586256 3.735879 0.0 0.0 0.0
H -1.862931 -2.474706 3.323513 0.0 0.0 0.0
H -0.925476 -1.735691 4.617374 0.0 0.0 0.0
H -0.746361 -3.466828 4.285626 0.0 0.0 0.0
```
Forces are in eV/Å.

The spin multiplicity is 1. The calculation puts the orbital gap at 6.8 eV. The total charge is +2. Its maximum force is 0.63 eV/A. As for the HOMO energy: -14.8 eV.

Record 4
This record from OMol25 describes a molecular structure, C10H25ClIrO5Sb. The level of theory is ωB97M-V with the def2-TZVPD basis set.

```
43
Properties=species:S:1:pos:R:3:forces:R:3
Ir -1.366602 -0.836442 3.398639 -0.3 -0.1 0.4
O -0.590432 -1.192979 1.598193 0.2 0.1 -0.3
Cl -0.467684 0.158315 0.817744 -0.1 -0.1 0.0
O -0.220397 -0.212227 -0.540474 0.0 0.0 0.0
O 0.602042 0.885405 1.379783 0.1 0.0 0.0
O -1.737306 0.773166 1.012450 0.1 0.1 -0.1
C -3.183364 -2.689585 4.513715 0.0 0.0 0.0
C -2.864866 -1.848060 5.719813 0.0 0.1 0.0
O -1.973951 -0.742485 5.285252 0.1 -0.2 0.0
C -1.350184 0.054847 6.393099 -0.1 0.1 -0.1
C 0.109100 -0.282229 6.515161 -0.1 0.0 0.1
H -3.769343 -3.560133 4.816344 0.0 0.0 0.0
H -2.276958 -3.116980 4.053334 0.0 0.0 0.0
H -3.798212 -2.152718 3.783693 0.0 0.0 0.0
H -2.329325 -2.395571 6.493392 0.0 0.0 0.0
H -3.750951 -1.373115 6.136982 0.0 0.0 0.0
H -1.924511 -0.206305 7.278783 0.0 0.0 0.0
H -1.542168 1.094560 6.137103 0.0 0.0 0.0
H 0.265865 -1.297355 6.877561 0.0 0.0 0.0
H 0.555220 0.405223 7.235357 0.0 0.0 0.0
H 0.637967 -0.141559 5.570643 0.0 0.0 -0.1
C 0.847464 -1.888081 -3.803502 0.0 0.0 0.0
C 0.537943 -0.751150 -4.670899 0.0 0.0 0.0
Sb 0.578748 1.204636 -3.178151 0.0 0.0 0.0
C 2.640661 1.210178 -2.582308 0.0 0.0 0.0
C 3.587571 1.367312 -3.765720 0.0 0.0 0.0
C 0.025912 2.720100 -4.740637 0.0 0.1 -0.1
C 0.600439 2.431715 -6.097357 0.0 0.0 0.0
H 0.724967 -2.759795 -4.491626 0.0 0.0 0.0
H 0.118871 -2.073639 -3.012197 0.0 0.0 0.0
H 1.875851 -1.931129 -3.449815 0.0 0.0 0.0
H -0.487394 -0.614438 -5.011980 0.0 0.0 0.0
H 1.307873 -0.361259 -5.337837 0.0 0.0 0.0
H 2.780144 0.291970 -2.010566 0.0 0.0 0.0
H 2.677945 2.049789 -1.880557 0.0 0.0 0.0
H 3.558819 0.518250 -4.448724 0.0 0.0 0.0
H 4.602826 1.417099 -3.363622 0.0 0.0 0.0
H 3.422092 2.290045 -4.320609 0.0 0.0 0.0
H 0.469653 3.574614 -4.212547 0.0 0.0 0.0
H -1.060006 2.757249 -4.687577 0.0 0.0 0.0
H 1.686022 2.353640 -6.112049 0.0 0.0 0.0
H 0.334742 3.300536 -6.716958 0.0 0.0 0.0
H 0.144918 1.568587 -6.581330 0.0 0.0 0.0
```
Forces are in eV/Å.

As for the expectation value of S²: 8.7650. The spin multiplicity is 6. The calculation puts the orbital gap (spin up / spin down) at 9.3 / 5.7 eV. The total charge is +3. Its maximum force is 0.53 eV/A. As for the HOMO energy (spin up / spin down): -19.2 / -19.3 eV.

Record 5
This record from OMol25 describes a molecular structure, C10H25N4RhSSe3Si. The level of theory is ωB97M-V with the def2-TZVPD basis set.

```
45
Properties=species:S:1:pos:R:3:forces:R:3
Rh -0.039525 0.408529 -0.365161 0.1 -0.5 0.3
C 2.794228 1.944906 -2.408342 0.0 0.0 0.1
Se 0.864715 1.746624 -2.469676 0.0 0.0 -0.1
C 0.795627 0.325001 -3.810912 0.0 0.1 0.0
C -0.518932 -0.418198 -3.747795 0.0 0.0 0.0
Se -0.657695 -1.444395 -2.091742 0.0 0.0 0.0
C -2.562714 -1.789179 -2.169263 0.0 0.1 0.1
H 3.115862 2.347598 -3.364641 0.0 0.0 0.0
H 3.269139 0.988904 -2.206808 0.0 0.0 0.0
H 3.022703 2.651529 -1.615357 0.0 0.0 0.0
H 1.648143 -0.333289 -3.647224 0.0 0.0 0.0
H 0.907500 0.805831 -4.781109 0.0 0.0 0.0
H -0.583644 -1.140472 -4.560421 0.0 0.0 0.0
H -1.376866 0.251121 -3.804540 0.0 0.0 0.0
H -3.111390 -0.853392 -2.229296 0.0 0.0 0.0
H -2.833379 -2.330481 -1.267027 0.0 0.0 0.0
H -2.749349 -2.411668 -3.040227 0.0 0.0 0.0
C 0.220664 -1.355146 5.025938 0.0 0.0 0.0
C 1.145358 -1.399328 3.869700 0.0 0.0 0.1
N 2.330421 -1.914554 3.854109 0.0 0.0 -0.2
N 2.786321 -1.707270 2.582148 0.1 -0.1 0.1
C 1.920937 -1.076275 1.803841 -0.1 0.0 0.0
S 2.105141 -0.628787 0.173715 0.1 0.2 -0.1
N 0.858326 -0.867168 2.617331 -0.1 -0.1 0.0
N -0.320207 -0.279495 2.167095 0.1 0.1 0.0
H 0.712292 -1.821453 5.875547 0.0 0.0 0.0
H -0.702260 -1.898940 4.817909 0.0 0.0 0.0
H -0.029829 -0.326295 5.287801 0.0 0.0 0.0
H 3.704742 -2.032596 2.318875 0.0 0.0 0.0
H -1.103397 -0.890577 2.375279 0.0 0.0 0.0
H -0.453782 0.611890 2.635553 0.0 0.0 0.1
C -3.164744 4.538681 1.266117 0.0 0.1 0.1
Si -3.688606 3.486555 -0.143125 0.2 -0.2 0.1
C -5.229328 2.515690 0.082691 -0.2 0.0 0.0
C -3.364945 4.168368 -1.818201 0.0 0.1 -0.2
Se -1.992900 1.674584 -0.180960 -0.2 0.3 -0.3
H -3.851194 5.388488 1.344350 0.0 0.0 0.0
H -2.160337 4.934763 1.113771 0.0 0.0 0.0
H -3.201163 3.997958 2.212267 0.0 0.0 0.0
H -6.090925 3.190294 0.052914 0.0 0.0 0.0
H -5.236104 2.009155 1.048545 0.0 0.0 0.0
H -5.355858 1.776446 -0.708684 0.0 0.0 0.0
H -4.078628 4.977697 -2.006378 0.0 0.0 0.0
H -3.498821 3.420763 -2.600767 0.0 0.0 0.0
H -2.359828 4.586387 -1.886615 0.0 0.0 0.0
```
Forces are in eV/Å.

As for the expectation value of S²: 6.0227. The spin multiplicity is 5. The calculation puts the orbital gap (spin up / spin down) at 8.6 / 6.3 eV. The total charge is +2. Its maximum force is 0.60 eV/A. As for the HOMO energy (spin up / spin down): -13.8 / -14.8 eV.

Record 6
This record from OMol25 describes a molecular structure, C10H26AsIrN5S8Sb2 at a distorted geometry. The level of theory is ωB97M-V with the def2-TZVPD basis set.

```
53
Properties=species:S:1:pos:R:3:forces:R:3
Ir 0.566322 0.362077 0.618316 -5.4 -1.3 -1.6
S 1.165141 -4.300343 2.292517 0.6 0.1 0.1
Sb 2.015045 -2.175752 2.047658 -1.4 -1.0 0.0
S 0.367869 -0.663230 3.002518 1.1 -0.5 1.7
S 1.680370 -1.615641 -0.250078 0.4 -1.1 0.1
S 4.038315 -1.612572 2.852678 0.9 0.2 0.3
C 1.931067 1.140266 -4.003891 -0.8 0.5 0.0
N 2.823749 1.216144 -2.876704 1.8 1.5 -0.8
C 4.089107 1.903159 -3.280279 -0.4 0.7 1.2
C 2.327286 1.345915 -1.621764 -2.5 -1.9 2.3
N 1.119102 0.941500 -1.236982 2.7 3.0 -4.5
N 3.252531 1.654302 -0.618490 2.6 0.0 -0.6
C 3.310622 1.261226 0.710847 -2.3 -0.3 2.5
N 4.527778 1.314565 1.333614 -1.8 -0.7 0.8
N 2.221690 0.960680 1.391883 5.5 1.9 1.2
H 1.364769 2.104727 -4.191528 0.3 -1.0 0.4
H 1.252141 0.287339 -3.857997 0.1 0.4 -0.4
H 2.637753 1.024268 -4.817069 -0.7 -0.6 -0.6
H 4.972501 1.343338 -3.001633 0.2 -0.3 0.5
H 4.181688 2.946333 -2.800212 -0.2 -1.3 -1.1
H 4.124299 1.885310 -4.374241 0.0 0.7 0.4
H 0.384209 1.050902 -1.979803 0.8 -0.5 0.7
H 4.239081 1.806481 -0.915448 -1.5 -0.3 -0.2
H 5.269446 1.764042 0.931121 2.0 1.1 -1.2
H 4.712053 0.713247 2.141049 -0.5 -0.1 -0.4
H 2.301493 0.913113 2.411090 0.5 -0.2 -0.3
S -1.583912 1.662290 -2.618423 0.0 0.3 -1.1
Sb -1.729510 3.103373 -0.758611 0.0 0.9 1.8
S -0.222735 2.532542 1.023008 -0.7 0.8 -0.3
S -3.694982 2.680250 0.309938 -0.4 0.4 -0.6
S -1.192672 5.187401 -1.538323 0.0 -0.3 -0.4
C -4.234668 -0.646219 2.988808 -0.1 -0.3 -1.2
C -2.985111 0.140499 2.589137 0.9 0.0 1.0
As -1.656587 -0.877695 1.368591 -2.5 -0.5 1.4
C -3.089671 -0.827784 -0.011420 -1.1 0.4 0.7
C -2.573296 -0.984916 -1.382673 -0.2 0.2 -0.9
C -1.918701 -2.858526 1.866202 -1.0 1.2 0.8
C -1.957573 -3.637117 0.573709 -1.4 -0.7 0.2
H -4.862836 -0.095850 3.688198 -0.1 0.3 -0.2
H -3.995098 -1.567880 3.506926 0.2 -0.2 0.1
H -4.798012 -0.921674 2.082889 -0.2 0.1 0.5
H -2.550593 0.373069 3.574994 0.6 0.2 -0.6
H -3.197256 1.092630 2.049462 0.2 -0.9 0.4
H -3.543890 0.181341 0.034348 0.1 -0.5 0.4
H -3.880664 -1.565469 0.278830 0.7 0.5 -0.3
H -2.292286 0.021674 -1.773251 -0.4 -0.4 0.0
H -3.290496 -1.442796 -2.055049 -0.1 0.0 -0.4
H -1.660797 -1.516167 -1.435817 1.1 -0.9 -0.1
H -2.885854 -2.906395 2.455203 0.9 0.1 -0.8
H -1.119046 -3.171379 2.554688 -0.2 0.2 -0.6
H -2.721564 -3.282498 -0.140053 0.3 0.0 0.4
H -2.230424 -4.696443 0.747840 0.5 0.3 0.0
H -1.007175 -3.547683 0.113689 1.0 -0.3 -0.6
```
Forces are in eV/Å.

As for the expectation value of S²: 8.7790. The spin multiplicity is 6. The calculation puts the orbital gap (spin up / spin down) at 3.5 / 4.6 eV. The total charge is -2. Its maximum force is 6.03 eV/A. As for the HOMO energy (spin up / spin down): 0.2 / -2.2 eV.